# C9H14N3O3

An isolated ion of composition C9H14N3O3 and charge +1 (ωB97M-V/def2-TZVPD, the Open Molecules 2025 dataset).

Summary:
2S+1 = 1
F_max = 4.76 eV Å⁻¹
E_LUMO = -4.867 eV
HOMO-LUMO gap = 0.3223 Ha
Net charge = +1
HOMO = -13.638 eV

```
29
Properties=species:S:1:pos:R:3:lowdin_charge:R:1
C -0.101 0.156 2.705 0.02
C -0.230 -0.777 1.494 -0.01
N 0.664 -0.925 0.571 0.16
C 1.166 -0.512 -0.508 -0.11
C 0.348 0.708 -1.161 -0.15
O 0.552 1.214 -2.222 0.20
C -0.670 1.294 -0.077 -0.44
O -0.154 1.999 0.751 0.10
N -1.993 1.048 -0.226 -0.08
C -2.936 1.551 0.735 -0.02
C -2.469 -0.002 -1.185 0.00
N 2.362 -1.046 -0.951 -0.02
C 3.038 -0.586 -2.176 0.02
C 3.044 -1.896 -0.034 -0.20
O 4.139 -2.231 -0.388 0.11
H 0.546 0.884 2.415 0.04
H 0.382 -0.324 3.644 0.15
H -1.107 0.319 2.983 0.08
H -1.111 -1.420 1.348 0.15
H -3.782 2.090 0.458 0.09
H -3.223 0.780 1.358 0.08
H -2.648 2.296 1.371 0.08
H -3.282 0.307 -1.938 0.13
H -1.692 -0.473 -1.811 0.10
H -3.014 -0.672 -0.586 0.06
H 2.492 -0.865 -3.048 0.10
H 3.166 0.458 -2.111 0.08
H 4.082 -1.005 -2.094 0.12
H 2.431 -2.370 0.683 0.13
```

# C9H14N4

An isolated ion of composition C9H14N4 and charge +2 (ωB97M-V/def2-TZVPD, the Open Molecules 2025 dataset).

Summary:
2S+1 = 1
F_max = 5.01 eV Å⁻¹
E_LUMO = -9.687 eV
HOMO-LUMO gap = 0.2913 Ha
Net charge = +2
HOMO = -17.613 eV

```
27
Properties=species:S:1:pos:R:3:lowdin_charge:R:1
C 0.318 3.321 -0.670 0.19
C 0.348 0.024 0.111 0.05
C 0.657 0.198 1.460 -0.24
C -0.644 -1.028 0.073 -0.16
C 0.873 0.974 -1.072 -0.28
C 1.611 1.156 2.023 0.02
C -1.048 -0.995 -2.389 -0.01
C -1.746 -2.337 2.024 0.07
C -1.359 -1.421 -1.019 0.11
N -0.101 -0.652 2.195 0.24
N 0.501 2.156 -1.027 0.16
N -0.851 -1.356 1.370 -0.08
N 1.865 0.550 -1.832 0.25
H 0.915 3.754 0.137 0.13
H 1.031 1.947 2.541 0.12
H 2.074 0.494 2.812 0.14
H 2.284 1.513 1.348 0.05
H -1.897 -0.671 -3.000 0.14
H -0.884 -1.889 -3.021 0.14
H -0.025 -0.590 -2.376 0.07
H -2.790 -2.236 1.980 0.09
H -1.459 -3.410 1.580 0.17
H -1.361 -2.268 2.971 0.07
H -2.249 -2.002 -1.067 0.14
H -0.546 3.894 -1.018 0.13
H 2.199 -0.371 -1.729 0.14
H 2.285 1.245 -2.403 0.15
```

# C9H14N4O3

One molecule with the formula C9H14N4O3 (ωB97M-V/def2-TZVPD, the Open Molecules 2025 dataset).

Summary:
2S+1 = 1
F_max = 5.80 eV Å⁻¹
E_LUMO = 0.614 eV
HOMO-LUMO gap = 0.3342 Ha
HOMO = -8.479 eV

```
30
Properties=species:S:1:pos:R:3:lowdin_charge:R:1
C 1.545 3.110 1.278 -0.04
C 1.881 1.701 0.704 -0.27
N 1.537 0.523 1.522 0.13
C 0.368 -0.158 1.561 -0.44
O 0.295 -1.242 2.130 0.06
C -0.732 0.300 0.616 -0.20
N -0.273 0.804 -0.739 0.03
C -1.949 -0.824 0.490 -0.11
C -1.766 -1.914 -0.429 -0.24
C -2.931 -2.667 -0.750 -0.09
N -2.758 -3.281 -1.912 0.03
C -1.603 -2.873 -2.350 -0.29
N -0.879 -2.146 -1.553 0.11
C 3.248 1.712 0.035 -0.49
O 3.858 2.727 -0.264 0.08
O 3.731 0.448 -0.085 0.09
H 0.442 3.241 1.547 0.09
H 2.265 3.411 2.023 0.07
H 1.721 3.953 0.546 0.09
H 1.302 1.436 -0.338 0.16
H 2.156 0.215 2.217 0.13
H -1.282 1.125 1.061 0.13
H -1.145 0.971 -1.264 0.10
H -0.198 -0.008 -1.298 0.03
H -2.966 -0.395 0.221 0.14
H -1.916 -1.136 1.531 0.10
H -3.973 -2.744 -0.401 0.13
H -3.223 -4.047 -2.344 0.15
H -1.443 -2.883 -3.493 0.15
H 4.687 0.639 -0.262 0.14
```

# C9H14N4O3Pd

C9H14N4O3Pd as an isolated structure (ωB97M-V/def2-TZVPD, the Open Molecules 2025 dataset).

Summary:
2S+1 = 5
F_max = 1.18 eV Å⁻¹
E_LUMO (alpha / beta) = -6.561 / -11.286 eV
HOMO-LUMO gap (alpha / beta) = 0.3271 / 0.2155 Ha
Net charge = +2
HOMO (alpha / beta) = -15.462 / -17.150 eV
<S²> = 6.030

```
31
Properties=species:S:1:pos:R:3:mulliken_spin:R:1
Pd -0.211 0.861 0.189 1.19
N 2.190 1.260 0.273 0.12
C 2.408 2.712 0.235 0.00
C 1.329 3.453 -0.558 -0.07
O 1.552 4.442 -1.197 0.23
N 0.044 2.882 -0.449 0.85
C -1.031 3.676 -0.823 0.88
C -3.494 2.263 0.028 -0.01
O -4.304 3.006 -0.301 0.01
O -2.664 1.501 0.364 0.01
H 2.632 0.865 1.091 -0.01
H 2.583 0.835 -0.557 -0.01
H 3.363 2.988 -0.212 0.01
H 2.378 3.118 1.247 0.00
H -1.245 3.811 -1.884 0.08
H -1.310 4.506 -0.174 0.07
C 1.642 -4.380 0.132 0.00
C 0.636 -3.312 0.171 0.19
C -0.774 -3.382 0.152 0.10
C -1.231 -2.086 0.198 -0.03
N -0.153 -1.228 0.249 0.39
N 0.951 -2.003 0.225 -0.05
C -2.623 -1.580 0.210 0.01
H 1.168 -5.357 0.106 0.00
H 2.302 -4.329 1.003 0.02
H 2.280 -4.276 -0.752 0.02
H -1.366 -4.282 0.115 0.00
H 1.876 -1.609 0.282 0.00
H -3.327 -2.407 0.218 0.00
H -2.811 -0.976 -0.678 0.00
H -2.792 -0.971 1.098 0.00
```

# C9H14N4O4

One molecule with the formula C9H14N4O4 (ωB97M-V/def2-TZVPD, the Open Molecules 2025 dataset).

Summary:
2S+1 = 1
F_max = 4.91 eV Å⁻¹
E_LUMO = 0.396 eV
HOMO-LUMO gap = 0.3454 Ha
HOMO = -9.002 eV

```
31
Properties=species:S:1:pos:R:3:lowdin_charge:R:1
N -2.140 -1.047 -0.859 0.04
C -1.253 0.017 -1.377 -0.28
C -2.010 0.878 -2.432 -0.20
O -2.261 0.068 -3.565 -0.06
C -1.005 0.925 -0.156 -0.45
O -1.048 2.132 -0.243 0.08
N -0.971 0.303 1.072 0.13
C -0.079 -0.840 1.104 -0.28
C 1.329 -0.515 1.604 -0.06
C 2.020 0.483 0.684 -0.36
C 2.770 1.614 1.085 0.03
N 3.402 2.034 -0.225 0.08
C 2.971 1.103 -1.062 -0.20
N 2.163 0.147 -0.561 0.11
C -0.586 -1.990 1.825 -0.49
O -0.102 -2.492 2.819 0.11
O -1.713 -2.549 1.332 0.07
H -2.989 -0.468 -0.845 0.10
H -2.329 -1.706 -1.761 0.18
H -0.346 -0.302 -1.806 0.12
H -2.967 1.009 -1.940 0.12
H -1.519 1.876 -2.630 0.15
H -1.420 -0.291 -3.864 0.09
H -0.746 0.962 1.850 0.18
H 0.118 -0.965 0.091 0.10
H 1.343 -0.026 2.553 0.11
H 1.704 -1.523 1.781 0.13
H 2.794 2.312 1.969 0.12
H 3.922 2.891 -0.307 0.14
H 3.343 0.843 -2.008 0.10
H -2.029 -1.978 0.536 0.07
```

# C9H14N5

An isolated ion of composition C9H14N5 and charge +1 (ωB97M-V/def2-TZVPD, the Open Molecules 2025 dataset).

Summary:
2S+1 = 1
F_max = 3.45 eV Å⁻¹
E_LUMO = -3.159 eV
HOMO-LUMO gap = 0.3151 Ha
Net charge = +1
HOMO = -11.735 eV

```
28
Properties=species:S:1:pos:R:3:lowdin_charge:R:1
C 2.859 -0.119 1.242 0.01
N 1.542 0.030 0.779 -0.14
C 1.078 -1.063 -0.116 -0.09
C 1.053 -0.421 -1.451 -0.07
C 0.417 0.946 -1.149 -0.18
C -1.062 0.825 -0.772 -0.15
N -1.776 1.943 -0.507 0.02
N -2.968 1.683 0.091 0.12
C -3.001 0.351 0.267 -0.34
N -3.821 -0.571 0.794 0.15
C -3.290 -1.685 0.493 -0.14
N -2.000 -1.589 -0.124 0.09
C -1.845 -0.211 -0.228 -0.20
C 1.194 1.345 0.089 -0.03
H 2.905 -1.192 1.376 0.12
H 3.518 0.250 0.541 0.09
H 2.942 0.485 2.190 0.15
H 1.006 -0.088 1.646 0.20
H 0.081 -1.258 0.038 0.06
H 1.683 -1.886 0.070 0.13
H 0.412 -0.951 -2.054 0.11
H 1.991 -0.347 -1.913 0.12
H 0.591 1.784 -1.816 0.16
H -1.537 2.956 -0.790 0.21
H -3.551 -2.592 1.048 0.14
H -1.267 -2.316 -0.370 0.17
H 2.100 1.813 -0.249 0.14
H 0.747 1.880 0.876 0.13
```